Molecular formula: C6H11N3OS
Method: DFT, ωB97M-V/def2-TZVPD

```
! wB97M-V def2-TZVPD RIJCOSX def2/J DEFGRID3
* xyz 0 1
H -2.84906 1.89407 -0.37605
H -0.53744 -0.20568 -1.99358
H 0.46898 -0.88609 3.05549
H 2.80981 2.45519 0.00701
H -1.68002 -1.89502 -0.35906
H -1.85261 1.70659 -1.80444
C 2.41887 -0.50242 0.96798
C -1.28026 0.51560 -0.16005
S 0.86166 -2.80553 -0.24656
C -2.37524 1.24865 -1.04423
C 0.56146 -1.21577 -0.41391
N 3.06319 0.62760 1.10183
H -0.57505 1.29798 0.26648
N 1.50408 -0.32537 -0.04476
H -1.78626 0.07360 0.75255
H 0.29895 -1.42523 2.66683
O -1.69834 -1.47656 -1.22704
H 2.63505 -1.47178 1.44013
H -3.16771 0.51012 -1.32328
C 2.41083 1.49711 0.24793
C -0.71799 -0.55329 -1.03335
N 1.48710 0.93625 -0.47992
*
```

Calculated total energy, eV: -23750.736
Gap between HOMO and LUMO, eV: 8.56
Energy above the lowest of the compared OMol25 structures with the same formula, charge and spin, kJ/mol: 265.77
Lowest unoccupied orbital energy, eV: -0.9